DFT (wB97M-V/def2-TZVPD) results for C24H28F3N2O5S2 as an isolated structure in a non-equilibrium geometry.

For the energy, the calculation gives -2512.94943 hartree. The net charge is -1. The largest force on an atom is 5.24 eV Å⁻¹. As for the energy relative to the best compared isomer or geometry (same formula, charge and spin): 74.87 kcal per mole. Its gap between HOMO and LUMO is 8.4 eV.

```
64
Properties=species:S:1:pos:R:3:forces:R:3
C 1.1600 -0.1808 3.5201 0.094 -0.456 -0.059
C 0.1638 1.0464 3.3447 1.839 3.614 -0.262
O 0.6697 2.2019 3.3375 -1.612 -4.036 0.420
N -1.2986 0.9690 3.1838 1.359 -1.672 0.541
C -1.7392 -0.2496 2.4378 -1.709 -0.202 -0.902
C -1.4849 -0.0818 0.8487 0.954 0.195 0.033
C -1.2042 -1.4733 0.0996 -0.494 -0.059 0.871
C 0.3463 -1.8959 0.0702 -0.884 -0.527 0.657
S 1.2147 -1.3238 -1.4949 -0.442 -1.149 -5.092
O 0.3984 -0.3108 -2.2675 1.524 -1.543 2.880
O 1.2684 -2.5754 -2.3808 0.447 2.359 2.954
N 2.8397 -0.8709 -1.2332 -1.977 1.438 1.991
S 2.9687 0.6118 -0.4046 -1.291 3.177 -3.721
O 3.8731 1.5339 -1.2122 -1.192 -2.915 2.529
O 1.6652 1.3209 -0.1547 2.302 -2.231 0.559
H 1.4008 -0.3997 4.6263 -0.603 0.624 -1.573
H 0.7752 -1.1592 3.0854 0.427 1.345 0.529
H 2.1540 0.0810 3.0149 -1.589 -0.226 0.679
H -1.6701 0.9395 4.1526 0.066 0.155 -0.833
H -1.3291 -1.2269 2.8592 -0.328 1.142 -0.689
H -2.8849 -0.2967 2.5574 1.702 -0.057 0.073
H -0.5543 0.5689 0.7470 -1.122 -0.733 -0.116
H -2.3328 0.5003 0.3335 1.172 -0.949 1.014
H -1.6965 -1.5014 -0.9348 1.124 0.157 1.423
H -1.7517 -2.2822 0.7178 0.834 1.015 -0.974
H 0.9291 -1.5519 0.9889 -0.860 -0.130 -1.342
H 0.3537 -3.0470 0.0947 0.442 1.810 -0.517
H 3.5574 0.3981 0.8568 -0.283 -0.159 -1.145
F 8.9859 4.0582 -4.7467 0.234 0.181 -0.053
C 7.9713 3.1861 -4.5914 -0.704 -0.596 0.129
C 7.8573 2.1138 -5.4613 0.200 0.039 -0.136
C 6.8117 1.2099 -5.2976 -0.085 0.260 0.297
C 5.8871 1.3952 -4.2727 -0.030 -0.131 -0.100
C 6.0090 2.4787 -3.4082 0.086 0.047 -0.105
C 7.0603 3.3768 -3.5644 0.105 0.090 -0.038
H 8.5817 1.9904 -6.2582 -0.001 0.038 0.056
H 6.7173 0.3625 -5.9681 0.030 0.090 0.035
H 5.0695 0.6927 -4.1479 0.062 0.108 0.078
H 5.2850 2.6231 -2.6131 0.082 -0.122 -0.078
H 7.1759 4.2212 -2.8950 0.008 -0.021 -0.053
F -4.6159 -4.6452 -1.7124 -0.206 -0.008 0.147
C -3.5400 -4.7243 -2.5166 0.734 -0.025 -0.523
C -3.1601 -5.9560 -3.0245 -0.174 -0.152 0.091
C -2.0506 -6.0368 -3.8601 0.025 0.381 0.056
C -1.3286 -4.8868 -4.1689 -0.034 -0.104 -0.039
C -1.7166 -3.6556 -3.6489 -0.063 -0.136 -0.058
C -2.8322 -3.5727 -2.8223 -0.102 0.051 0.060
H -3.7296 -6.8414 -2.7663 -0.007 0.066 0.008
H -1.7486 -6.9948 -4.2695 -0.047 0.061 0.070
H -0.4609 -4.9515 -4.8168 -0.065 0.045 0.111
H -1.1492 -2.7623 -3.8874 -0.004 -0.082 0.150
H -3.1544 -2.6216 -2.4154 0.002 -0.059 -0.005
F -4.3062 0.7864 5.2520 0.096 -0.188 0.004
C -4.7230 2.0624 5.2239 -0.271 0.832 -0.037
C -5.5169 2.4961 4.1742 -0.049 -0.165 -0.114
C -5.9525 3.8164 4.1476 0.185 -0.019 0.294
C -5.5804 4.6909 5.1652 -0.039 0.036 -0.019
C -4.7788 4.2457 6.2115 -0.137 -0.120 -0.242
C -4.3518 2.9227 6.2447 0.107 -0.120 0.116
H -5.7894 1.8034 3.3868 0.048 0.010 0.056
H -6.5803 4.1640 3.3346 0.085 -0.067 0.049
H -5.9171 5.7222 5.1411 0.047 -0.102 0.001
H -4.4862 4.9290 7.0013 -0.011 -0.096 -0.061
H -3.7343 2.5567 7.0564 -0.008 -0.011 -0.071
```
Forces are in eV/Å.

Atom charges from the Löwdin analysis, given in e for atoms 1 to 4:
1 C -0.0211
2 C -0.4082
3 O 0.0265
4 N -0.0017

DFT (wB97M-V/def2-TZVPD) results for a 2-piece molecular cluster, C5H14 overall.

For the energy, the calculation gives -198.88245 hartree. The net charge is 0. The largest force on an atom is 0.87 eV Å⁻¹. As for the energy relative to the best compared isomer or geometry (same formula, charge and spin): 4.21 kcal per mole. The SMILES is CCC.CC. Its gap between HOMO and LUMO is 12.6 eV.

```
19
Properties=species:S:1:pos:R:3:forces:R:3
C -1.8899 2.1265 -2.1949 0.304 0.016 -0.094
C -0.5844 1.6365 -1.5473 -0.241 0.803 0.219
H -2.1224 3.1446 -1.8724 -0.079 -0.139 -0.061
H -1.8284 2.1397 -3.2798 -0.023 -0.064 -0.129
H -2.7104 1.4666 -1.9221 -0.147 0.127 0.054
H 0.3056 1.8362 -2.1447 -0.111 -0.075 -0.144
H -0.6427 0.5773 -1.3315 0.174 -0.149 0.120
H -0.4501 2.2132 -0.6226 0.109 -0.510 0.032
C 1.1633 -0.9915 0.9481 -0.264 -0.596 -0.063
C 0.1895 -0.5348 2.0186 0.011 0.403 0.227
C 1.4296 -2.5037 0.9902 0.394 0.128 0.405
H 0.7183 -0.7759 -0.0193 0.099 0.176 -0.226
H 2.0906 -0.4318 1.0050 0.163 0.122 0.082
H -0.1326 0.4934 1.8474 -0.093 0.003 -0.112
H 1.4791 -2.8945 2.0100 -0.207 0.156 0.092
H 0.6446 -3.0386 0.4648 -0.036 -0.175 -0.053
H 0.6354 -0.5303 3.0109 0.152 -0.201 0.116
H -0.6970 -1.1640 2.0663 -0.090 -0.081 -0.101
H 2.4017 -2.7689 0.5731 -0.115 0.056 -0.364
```
Forces are in eV/Å.

Atom charges from the Löwdin analysis, given in e for atoms 1 to 4:
1 C -0.1677
2 C -0.1689
3 H 0.0602
4 H 0.0555

DFT (wB97M-V/def2-TZVPD) results for C4H6O2Tb as an isolated structure in a non-equilibrium geometry.

For the energy, the calculation gives -1130.11478 hartree. The net charge is +2. The largest force on an atom is 4.16 eV Å⁻¹. As for the energy relative to the best compared isomer or geometry (same formula, charge and spin): 0.00 kcal per mole. The spin multiplicity is 8. Its gap between HOMO and LUMO (alpha / beta) is 6.4 / 5.8 eV.

```
13
Properties=species:S:1:pos:R:3:forces:R:3
H 0.9714 3.0201 -1.5703 0.897 0.852 0.661
O 2.5718 2.6843 -0.2022 -2.413 0.842 0.106
C 1.4004 2.6431 -0.5217 2.309 -1.023 -2.527
C 0.5371 1.5150 -0.6150 -2.390 -0.872 3.294
C -0.9441 1.5400 -0.7396 0.877 -0.024 -0.348
C -1.6361 2.7460 -0.0800 0.394 1.488 0.133
O -2.9388 2.4694 0.2740 -1.188 -1.809 1.438
Tb -4.3843 1.4136 1.6002 1.070 1.273 -1.320
H 1.0081 0.5581 -0.3606 0.349 -0.100 -1.225
H -1.3705 0.6032 -0.3494 0.452 -0.012 -0.314
H -1.1906 1.5739 -1.8155 -0.064 -0.323 -0.017
H -1.6035 3.5922 -0.7935 -0.056 -0.230 0.322
H -1.0385 3.0527 0.8011 -0.239 -0.062 -0.205
```
Forces are in eV/Å.

Atom charges from the Löwdin analysis, given in e for atoms 1 to 4:
1 H 0.2293
2 O 0.2389
3 C -0.1517
4 C 0.1825

DFT (wB97M-V/def2-TZVPD) results for C4H20B2Cl4CoCrN4O24 as an isolated structure in a non-equilibrium geometry.

For the energy, the calculation gives -6505.44270 hartree. The net charge is -2. The largest force on an atom is 2.77 eV Å⁻¹. As for the energy relative to the best compared isomer or geometry (same formula, charge and spin): 15.96 kcal per mole. The spin multiplicity is 8. Its gap between HOMO and LUMO (alpha / beta) is 6.9 / 6.8 eV.

```
60
Properties=species:S:1:pos:R:3:forces:R:3
Cr -2.6516 24.2853 9.9280 0.020 -1.473 -0.162
Co 1.6785 24.0325 10.3311 -0.068 -1.259 0.196
Cl 3.4348 25.1702 13.1587 1.010 -0.078 -0.140
O 4.0046 23.9862 13.6969 0.025 -0.248 0.208
O 4.3740 25.8137 12.2782 0.198 0.306 -0.201
O 2.2575 24.8312 12.3713 -1.163 -0.332 -0.862
O 3.0369 26.0723 14.1923 -0.386 0.272 0.299
Cl -2.2418 21.3259 7.7073 0.514 -1.701 -0.681
O -2.3963 22.7407 8.0013 -0.658 1.879 0.470
O -1.3286 20.7833 8.6739 -0.656 -0.045 -0.350
O -3.5425 20.6803 7.7215 0.244 0.342 0.643
O -1.7249 21.1904 6.3666 0.108 0.340 0.292
Cl 1.4350 20.6644 11.6931 -0.912 -2.162 0.575
O 1.6984 21.9847 11.1306 0.192 1.820 -0.566
O 2.2868 19.7385 10.9938 -0.023 0.239 -0.031
O 1.7418 20.6525 13.0937 0.497 0.581 0.094
O 0.0503 20.3022 11.5481 0.659 0.601 -0.486
Cl 1.6435 24.0279 6.7391 0.222 0.125 -1.393
O 0.6013 24.9868 6.4867 -0.239 0.395 -0.129
O 2.9388 24.6104 6.5382 0.322 0.481 0.028
O 1.5435 23.6512 8.1297 -0.054 -1.025 1.551
O 1.4979 22.9075 5.8542 -0.121 0.168 0.846
B -0.4550 24.7045 10.2973 0.440 -0.748 -1.056
H -0.3092 23.5903 10.5861 0.249 -1.366 0.253
H 0.4990 25.2949 10.4972 1.064 1.932 0.674
H -0.6597 24.7597 9.1610 -0.140 0.125 -1.327
H -1.3126 25.1480 10.8956 -1.121 1.140 1.681
B -2.7791 22.6507 11.5944 0.429 -1.151 0.364
H -3.1017 22.3725 10.5396 -0.784 -0.721 -2.273
H -3.4407 22.0798 12.3475 -0.952 -0.372 0.907
H -1.6624 22.4031 11.7044 1.186 -0.237 0.219
H -2.9370 23.7696 11.7242 -0.420 2.685 0.519
C -2.0814 26.7385 6.3534 -0.150 0.038 -1.070
N -2.5534 26.7401 7.7430 0.601 -0.113 -0.071
O -2.7091 25.6494 8.2446 -0.372 -0.979 0.323
O -2.7614 27.7814 8.3016 -0.081 0.519 0.187
H -2.5130 27.6360 5.9204 0.190 -0.048 -0.203
H -2.4112 25.8224 5.8686 -0.251 0.037 0.186
H -0.9952 26.7045 6.2568 0.070 0.181 0.679
C -5.4057 27.1861 12.2567 -0.667 -0.360 -0.126
N -4.2727 26.2252 12.2092 1.023 0.598 0.423
O -3.9152 25.7189 13.2404 -0.355 -0.094 0.152
O -3.6839 26.1025 11.1467 -0.567 0.120 -0.614
H -6.2956 26.6195 11.9833 0.009 -0.016 0.022
H -5.2661 27.9763 11.5276 0.290 -0.061 0.019
H -5.5067 27.5424 13.2751 0.126 0.012 -0.014
C 3.2744 28.0324 10.1171 0.630 0.195 0.228
N 2.3838 27.1029 9.4016 0.221 0.014 -0.229
O 2.5530 25.9254 9.6555 0.264 -0.462 0.104
O 1.6369 27.5240 8.5612 -0.388 0.159 0.036
H 2.9331 29.0529 9.9952 -0.209 -0.085 -0.027
H 4.2475 27.8977 9.6442 -0.022 0.030 -0.005
H 3.3753 27.7165 11.1532 -0.203 -0.067 -0.039
C -0.4730 27.1941 13.6334 1.144 -1.311 0.069
N 0.4682 28.3336 13.8111 -0.634 1.197 -0.002
O 0.4344 28.9603 14.8573 -0.116 -0.320 -0.035
O 1.2104 28.6068 12.8895 -0.107 -0.253 0.023
H -0.1739 26.5154 14.4335 0.015 -0.216 -0.199
H -0.1944 26.7766 12.6711 -0.285 -0.225 0.043
H -1.5438 27.3277 13.7479 0.139 0.992 -0.022
```
Forces are in eV/Å.

Atom charges from the Löwdin analysis, given in e for atoms 1 to 4:
1 Cr 0.7834
2 Co 0.8862
3 Cl 0.6518
4 O -0.3047